This record from OMol25 describes a cluster of 16 separate species, C43H127N9O16 in total at a distorted geometry. The level of theory is ωB97M-V with the def2-TZVPD basis set.

Structure (XYZ):
```
195
C43H127N9O16 (ωB97M-V with the def2-TZVPD basis set)
C -0.27646 -7.35396 -3.10636
C 0.01165 -6.58744 -1.79159
C 1.35293 -6.95995 -1.22611
O 1.28314 -8.29582 -0.64843
C 2.44447 -8.58043 -0.00307
N 0.11442 -5.12228 -1.97823
H -0.45953 -8.41552 -2.94882
H 0.47406 -7.26453 -3.86282
H -1.14487 -6.87508 -3.58642
H -0.77519 -6.76385 -1.06669
H 1.61437 -6.34013 -0.40900
H 2.10298 -6.94707 -1.98462
H 2.32611 -9.58645 0.37221
H 2.56995 -7.91885 0.85010
H 3.27839 -8.47549 -0.67492
H -0.61099 -4.70059 -2.58628
H 0.96837 -4.98030 -2.45860
C -0.29736 -0.39057 -5.91141
C 0.88468 -0.82166 -4.97186
C 1.83971 0.28908 -4.69403
O 2.13169 1.16840 -5.78192
C 2.88184 0.59732 -6.83920
N 0.47877 -1.31574 -3.68065
H -0.05580 0.12463 -6.86246
H -0.81497 0.37493 -5.27969
H -1.03073 -1.17097 -6.06200
H 1.46603 -1.58072 -5.48181
H 2.72967 -0.24929 -4.41154
H 1.53250 0.95523 -3.90008
H 2.35058 -0.17872 -7.37672
H 3.79581 0.18722 -6.40629
H 3.11144 1.44933 -7.46200
H -0.09853 -0.63668 -3.20732
H -0.18663 -2.03547 -3.77971
C -0.00733 3.25566 -3.16520
C -1.17028 3.88323 -2.46618
C -2.21408 4.44640 -3.44128
O -1.60278 5.55573 -4.07498
C -2.22807 5.97096 -5.26923
N -1.82530 2.92213 -1.49504
H 0.76523 2.96074 -2.44036
H 0.34573 3.97870 -3.90784
H -0.33259 2.36311 -3.70553
H -0.88105 4.73528 -1.90940
H -3.14916 4.68364 -2.94081
H -2.51086 3.72822 -4.22053
H -1.68841 6.79560 -5.77184
H -3.23609 6.32443 -4.96699
H -2.34326 5.13134 -6.00333
H -2.61703 3.30127 -0.99521
H -1.17461 2.56942 -0.81353
C 1.63312 2.97827 5.18962
C 1.19543 4.41966 4.98064
C 1.83925 4.79468 3.65948
O 3.17860 4.38896 3.54922
C 3.70197 4.90580 2.33431
N -0.26841 4.61795 5.01038
H 2.68575 2.80029 5.39151
H 1.29719 2.39022 4.34001
H 1.07929 2.58276 6.05030
H 1.57748 5.09239 5.74234
H 1.80083 5.88620 3.56256
H 1.31613 4.32339 2.84651
H 3.07754 4.72730 1.44630
H 4.66099 4.44182 2.14699
H 3.78728 5.98078 2.42771
H -0.45222 5.60674 5.06669
H -0.67142 4.29388 4.12206
C -2.68942 7.29033 -0.85728
C -1.55600 8.25832 -1.13383
C -0.34708 7.84850 -0.20731
O 0.13217 6.55361 -0.59243
C 1.50715 6.34994 -0.22616
N -1.24302 8.29426 -2.54266
H -2.28850 6.28917 -1.03094
H -3.53917 7.45414 -1.49699
H -3.03995 7.33018 0.16684
H -1.72197 9.26151 -0.80224
H -0.60816 7.84598 0.87721
H 0.48239 8.57663 -0.31539
H 1.63086 6.57272 0.84955
H 2.17092 6.94497 -0.83684
H 1.74648 5.32436 -0.49396
H -0.58106 8.98505 -2.80228
H -0.95327 7.37626 -2.88196
C -6.16619 -4.54047 -1.81920
C -5.95554 -3.94886 -0.45182
C -4.74889 -2.96204 -0.59465
O -3.59126 -3.54283 -1.12108
C -2.91834 -4.46226 -0.29401
N -7.15079 -3.20257 0.03838
H -6.43322 -3.68697 -2.49688
H -7.01199 -5.23109 -1.77675
H -5.26579 -4.94710 -2.19951
H -5.72325 -4.76857 0.24542
H -4.49847 -2.63293 0.38600
H -4.97995 -2.10480 -1.23438
H -3.38265 -5.45703 -0.37968
H -2.81844 -4.07728 0.73128
H -1.89386 -4.55906 -0.68932
H -7.88443 -3.51379 -0.62052
H -7.34192 -3.55538 0.95787
C 3.33402 -3.11607 3.16500
C 4.42409 -3.30462 2.04655
C 4.06426 -4.48211 1.15678
O 3.53975 -5.62961 1.84033
C 4.53131 -6.35303 2.54896
N 4.66210 -2.16602 1.17588
H 3.60542 -2.24870 3.76050
H 3.21906 -3.98123 3.84394
H 2.37444 -2.95088 2.71390
H 5.34049 -3.60482 2.57874
H 4.95718 -4.80121 0.57118
H 3.25509 -4.07796 0.51306
H 5.36856 -6.57152 1.85215
H 4.03402 -7.20561 2.98414
H 4.95688 -5.73287 3.36526
H 3.82045 -2.04865 0.61995
H 4.63851 -1.26057 1.65242
C 1.25565 -0.62252 6.78492
C 0.18703 -1.49442 6.18886
C -0.34787 -0.67981 4.97955
O -1.00070 0.47786 5.41057
C -1.56380 1.23031 4.39174
N 0.75996 -2.79762 5.79522
H 1.72585 -1.25619 7.56382
H 0.92512 0.35620 7.12126
H 2.08985 -0.50612 6.04816
H -0.57042 -1.74023 6.92605
H -1.07983 -1.26027 4.40430
H 0.49195 -0.54309 4.27501
H -0.85399 1.39442 3.58991
H -1.81376 2.18768 4.83588
H -2.41907 0.78527 3.85744
H 1.51276 -2.62240 5.15863
H 0.14998 -3.41736 5.28137
C -0.84746 -1.12459 -0.56212
C 0.67673 -0.99745 -0.43911
C 1.00101 0.13899 0.48080
O 0.69452 1.44320 -0.06927
C 0.94744 2.45922 0.90291
N 1.35636 -2.23412 0.09870
H -1.33157 -0.16701 -0.76769
H -1.24394 -1.61683 0.32987
H -1.15509 -1.77078 -1.39684
H 1.21757 -0.75607 -1.35045
H 2.07043 0.01767 0.70039
H 0.37154 -0.02152 1.37200
H 0.16917 2.44052 1.68989
H 0.90150 3.37851 0.32236
H 1.91179 2.28939 1.39954
H 1.23561 -2.97239 -0.59078
H 0.93407 -2.58228 0.98324
C -2.68932 -3.25449 -4.78359
O -2.25646 -3.63227 -3.46348
H -3.39484 -3.94871 -5.19662
H -3.12622 -2.24558 -4.79651
H -1.78879 -3.31419 -5.35979
H -2.90406 -3.46731 -2.74621
C -0.09623 -5.15533 2.05247
O -0.49977 -3.79384 2.27170
H -0.99421 -5.82107 2.09476
H 0.33266 -5.21261 1.08269
H 0.71914 -5.42187 2.72625
H -0.88986 -3.85451 3.14929
C -2.77245 1.06928 0.92081
O -3.63792 2.13265 1.34751
H -2.58069 0.35155 1.73022
H -3.20843 0.52074 0.09173
H -1.83059 1.46863 0.63868
H -4.42702 1.74777 1.72381
C 3.78068 0.87437 3.73035
O 4.62589 0.67623 2.65961
H 3.99622 1.74598 4.34984
H 2.77338 0.91492 3.35863
H 3.80446 0.02012 4.38567
H 5.06229 1.47691 2.33861
C -1.98816 5.19119 2.01702
O -1.89232 3.89374 2.61242
H -1.55851 5.29461 1.00094
H -3.03052 5.57427 2.01834
H -1.43849 5.73463 2.79163
H -2.57436 3.31218 2.26204
C 3.90236 0.63923 -1.44155
O 3.26066 1.91931 -1.55114
H 3.21959 -0.17871 -1.69594
H 4.81352 0.63751 -2.01810
H 4.17987 0.47848 -0.41125
H 2.37605 1.80382 -1.12810
C -3.37974 0.09752 -2.73076
O -2.12796 0.65784 -3.12214
H -3.25765 -0.97864 -2.79853
H -3.60852 0.39994 -1.70079
H -4.24553 0.44176 -3.31099
H -2.03092 1.52491 -2.61986
```

Summary:
E_HOMO = -8.8 eV
Frontier orbital gap = 9.01 eV
DFT total energy = -3410.8486 Ha
Energy above the lowest of the compared OMol25 structures with the same formula, charge and spin = 27.8 kcal/mol
Lowest unoccupied orbital energy = 0.220 eV
Maximum force = 2.89 eV Å⁻¹